{
  "formula": "C71H177N11O24Zn",
  "method": "ωB97M-V with the def2-TZVPD basis set",
  "species": ["Zn", "C", "C", "O", "H", "H", "H", "H", "H", "C", "C", "C", "O", "H", "H", "H", "H", "H", "H", "H", "C", "O", "C", "C", "N", "C", "C", "O", "C", "H", "H", "H", "H", "H", "H", "H", "H", "H", "H", "H", "H", "H", "H", "H", "C", "O", "C", "C", "N", "C", "C", "O", "C", "H", "H", "H", "H", "H", "H", "H", "H", "H", "H", "H", "H", "H", "H", "H", "C", "O", "C", "C", "N", "C", "C", "O", "C", "H", "H", "H", "H", "H", "H", "H", "H", "H", "H", "H", "H", "H", "H", "H", "C", "O", "C", "C", "N", "C", "C", "O", "C", "H", "H", "H", "H", "H", "H", "H", "H", "H", "H", "H", "H", "H", "H", "H", "C", "O", "C", "C", "N", "C", "C", "O", "C", "H", "H", "H", "H", "H", "H", "H", "H", "H", "H", "H", "H", "H", "H", "H", "C", "O", "C", "C", "N", "C", "C", "O", "C", "H", "H", "H", "H", "H", "H", "H", "H", "H", "H", "H", "H", "H", "H", "H", "C", "O", "C", "C", "N", "C", "C", "O", "C", "H", "H", "H", "H", "H", "H", "H", "H", "H", "H", "H", "H", "H", "H", "H", "C", "O", "C", "C", "N", "C", "C", "O", "C", "H", "H", "H", "H", "H", "H", "H", "H", "H", "H", "H", "H", "H", "H", "H", "C", "O", "C", "C", "N", "C", "C", "O", "C", "H", "H", "H", "H", "H", "H", "H", "H", "H", "H", "H", "H", "H", "H", "H", "C", "O", "C", "C", "N", "C", "C", "O", "C", "H", "H", "H", "H", "H", "H", "H", "H", "H", "H", "H", "H", "H", "H", "H", "C", "O", "C", "C", "N", "C", "C", "O", "C", "H", "H", "H", "H", "H", "H", "H", "H", "H", "H", "H", "H", "H", "H", "H"],
  "positions_angstrom": [[4.822, -0.958, -0.316], [6.201, -4.999, -1.289], [5.936, -4.108, -0.154], [5.825, -2.743, -0.370], [5.466, -4.801, -2.070], [6.039, -6.027, -0.964], [7.230, -5.038, -1.648], [6.763, -4.344, 0.516], [5.101, -4.576, 0.366], [0.629, 0.406, 0.244], [1.662, -0.707, -0.140], [1.225, -1.531, -1.304], [2.934, -0.310, -0.144], [0.659, 1.278, -0.410], [0.661, 0.617, 1.313], [-0.440, 0.195, 0.217], [1.585, -1.400, 0.698], [0.887, -0.852, -2.087], [0.307, -1.943, -0.883], [1.833, -2.342, -1.705], [-9.303, 6.248, -3.583], [-8.485, 5.303, -2.802], [-8.212, 5.610, -1.425], [-7.863, 4.337, -0.606], [-6.922, 3.535, -1.331], [-5.594, 4.112, -1.295], [-4.542, 3.076, -1.779], [-4.447, 2.664, -3.184], [-5.304, 1.694, -3.694], [-8.635, 6.293, -4.443], [-9.447, 7.210, -3.092], [-10.207, 5.674, -3.790], [-9.105, 6.113, -1.055], [-7.346, 6.243, -1.235], [-8.834, 3.871, -0.435], [-7.412, 4.615, 0.346], [-7.296, 3.569, -2.268], [-5.294, 4.481, -0.314], [-5.528, 4.935, -2.006], [-4.581, 2.189, -1.146], [-3.536, 3.457, -1.600], [-5.025, 1.310, -4.676], [-6.340, 2.028, -3.734], [-5.201, 0.768, -3.128], [-11.294, -3.561, 7.926], [-10.321, -2.831, 7.122], [-10.097, -1.566, 7.699], [-8.964, -0.866, 6.825], [-9.557, -0.612, 5.542], [-8.592, -0.349, 4.541], [-7.370, -1.253, 4.489], [-6.458, -0.544, 3.627], [-5.202, -1.229, 3.513], [-11.056, -3.609, 8.988], [-11.332, -4.548, 7.465], [-12.232, -3.008, 7.865], [-9.820, -1.769, 8.733], [-11.075, -1.124, 7.508], [-8.146, -1.581, 6.737], [-8.442, 0.016, 7.196], [-10.086, -1.470, 5.479], [-8.223, 0.670, 4.656], [-9.109, -0.549, 3.602], [-7.571, -2.281, 4.188], [-6.725, -1.241, 5.368], [-4.836, -1.322, 4.536], [-4.559, -0.589, 2.908], [-5.195, -2.180, 2.981], [1.792, -0.180, 3.999], [1.798, 0.720, 5.162], [1.235, 0.311, 6.392], [0.950, 1.539, 7.248], [-0.311, 2.307, 7.051], [-0.505, 3.150, 8.125], [0.422, 4.429, 7.854], [-0.270, 5.536, 7.220], [0.061, 5.721, 5.846], [0.938, -0.003, 3.345], [1.989, -1.216, 4.276], [2.707, 0.227, 3.571], [1.891, -0.358, 6.951], [0.394, -0.370, 6.262], [1.786, 2.232, 7.336], [1.123, 1.216, 8.275], [-0.338, 2.907, 6.239], [-0.276, 2.781, 9.124], [-1.558, 3.394, 8.268], [1.421, 4.186, 7.493], [0.506, 4.951, 8.807], [1.125, 5.732, 5.608], [-0.469, 6.571, 5.417], [-0.298, 4.876, 5.258], [6.047, -5.747, 4.152], [4.723, -5.380, 4.170], [3.960, -5.241, 3.009], [2.456, -5.153, 3.437], [1.699, -5.142, 2.237], [0.244, -5.332, 2.404], [-0.657, -4.166, 3.019], [-1.958, -4.698, 3.073], [-2.812, -3.866, 3.825], [6.406, -6.731, 4.455], [6.471, -5.119, 4.935], [6.581, -5.533, 3.227], [4.044, -6.105, 2.349], [4.306, -4.329, 2.522], [2.233, -4.296, 4.072], [2.264, -6.061, 4.009], [2.207, -5.570, 1.477], [0.136, -6.312, 2.867], [-0.219, -5.648, 1.470], [-0.566, -3.282, 2.388], [-0.313, -3.903, 4.019], [-2.787, -2.837, 3.466], [-2.440, -3.983, 4.842], [-3.797, -4.315, 3.698], [-3.839, -7.992, -0.902], [-4.268, -6.881, -0.074], [-3.970, -5.615, -0.587], [-4.561, -4.620, 0.441], [-4.377, -3.219, 0.022], [-5.170, -2.718, -0.980], [-4.646, -1.360, -1.460], [-3.452, -1.492, -2.070], [-2.547, -0.622, -1.560], [-4.463, -8.301, -1.740], [-3.729, -8.852, -0.241], [-2.837, -7.843, -1.303], [-4.375, -5.518, -1.595], [-2.884, -5.525, -0.619], [-3.963, -4.698, 1.348], [-5.595, -4.910, 0.628], [-3.434, -2.869, -0.067], [-6.199, -2.614, -0.638], [-5.255, -3.326, -1.881], [-4.770, -0.689, -0.610], [-5.361, -1.009, -2.205], [-2.208, -0.835, -0.547], [-2.995, 0.355, -1.376], [-1.704, -0.613, -2.252], [3.469, -5.866, -5.189], [3.893, -6.333, -6.459], [5.262, -6.027, -6.674], [5.531, -5.031, -7.837], [5.244, -3.610, -7.575], [6.155, -2.884, -6.766], [7.394, -2.528, -7.573], [6.942, -1.926, -8.770], [7.946, -1.330, -9.552], [3.243, -4.800, -5.211], [4.174, -6.139, -4.403], [2.550, -6.413, -4.981], [5.641, -7.006, -6.966], [5.769, -5.708, -5.764], [5.104, -5.452, -8.747], [6.606, -5.085, -8.012], [4.993, -3.138, -8.432], [6.481, -3.416, -5.872], [5.615, -2.003, -6.420], [7.767, -3.457, -8.004], [8.105, -2.008, -6.932], [8.734, -2.000, -9.898], [8.403, -0.552, -8.941], [7.401, -0.771, -10.313], [3.598, 5.645, 9.937], [3.650, 5.185, 8.558], [4.786, 4.223, 8.375], [5.352, 4.329, 6.913], [4.206, 4.047, 6.017], [4.501, 3.994, 4.575], [3.291, 3.689, 3.723], [2.923, 4.925, 3.107], [2.358, 4.689, 1.819], [4.362, 6.223, 10.457], [3.519, 4.684, 10.444], [2.707, 6.126, 10.341], [4.594, 3.185, 8.649], [5.603, 4.490, 9.045], [6.072, 3.522, 6.776], [5.736, 5.337, 6.753], [3.286, 4.306, 6.344], [5.128, 3.103, 4.595], [5.036, 4.809, 4.088], [2.466, 3.400, 4.373], [3.465, 2.931, 2.960], [3.152, 4.319, 1.169], [2.075, 5.604, 1.297], [1.571, 3.936, 1.813], [5.335, -1.570, 2.701], [5.168, -0.346, 1.888], [6.084, 0.722, 1.945], [6.002, 1.498, 0.583], [6.132, 0.567, -0.549], [5.862, 1.159, -1.869], [5.799, 0.088, -2.972], [4.762, -0.783, -2.559], [4.572, -1.802, -3.534], [5.454, -1.095, 3.675], [6.245, -2.061, 2.359], [4.377, -2.088, 2.745], [7.096, 0.320, 1.902], [5.814, 1.439, 2.720], [6.749, 2.260, 0.359], [5.063, 2.045, 0.670], [7.134, 0.437, -0.546], [6.781, 1.706, -2.076], [4.986, 1.806, -1.908], [6.704, -0.491, -3.155], [5.654, 0.630, -3.906], [5.423, -2.388, -3.881], [4.001, -1.367, -4.354], [3.865, -2.453, -3.019], [-6.742, 2.671, 2.698], [-6.224, 3.761, 3.422], [-6.788, 5.060, 3.238], [-5.847, 6.012, 3.997], [-4.742, 6.221, 3.084], [-3.743, 7.241, 3.428], [-2.688, 7.314, 2.239], [-1.903, 6.133, 2.120], [-2.182, 5.285, 1.006], [-6.288, 2.681, 1.707], [-7.825, 2.612, 2.594], [-6.403, 1.777, 3.222], [-7.814, 5.117, 3.602], [-6.846, 5.311, 2.179], [-5.447, 5.574, 4.911], [-6.322, 6.993, 4.029], [-4.282, 5.325, 3.017], [-3.200, 6.974, 4.335], [-4.152, 8.251, 3.463], [-2.118, 8.195, 2.534], [-3.091, 7.650, 1.284], [-1.959, 5.706, 0.026], [-3.201, 4.897, 0.984], [-1.658, 4.330, 1.028], [0.530, 1.618, -5.326], [1.874, 1.963, -5.241], [2.119, 2.919, -4.220], [2.442, 4.275, -4.868], [3.850, 4.703, -4.784], [4.016, 5.926, -5.550], [4.462, 5.537, -6.919], [5.618, 4.614, -6.839], [6.003, 4.123, -8.103], [-0.065, 2.490, -5.596], [0.136, 1.316, -4.355], [0.324, 0.922, -6.139], [3.059, 2.486, -3.878], [1.505, 3.082, -3.334], [1.729, 4.977, -4.436], [2.142, 4.158, -5.909], [4.534, 4.031, -5.101], [4.793, 6.487, -5.030], [3.150, 6.564, -5.375], [4.706, 6.513, -7.340], [3.576, 5.316, -7.515], [7.084, 4.015, -8.191], [5.733, 4.731, -8.966], [5.554, 3.140, -8.251], [-0.928, -3.405, -3.447], [-0.640, -2.907, -4.737], [0.759, -3.080, -5.059], [1.078, -2.669, -6.529], [0.583, -3.594, -7.608], [1.452, -4.756, -7.820], [1.058, -5.363, -9.175], [-0.314, -5.989, -9.147], [-0.460, -6.925, -10.191], [-0.899, -2.789, -2.548], [-0.593, -4.418, -3.226], [-1.954, -3.774, -3.422], [0.983, -4.133, -4.886], [1.278, -2.476, -4.315], [2.139, -2.456, -6.659], [0.698, -1.648, -6.535], [-0.255, -4.046, -7.271], [1.286, -5.407, -6.962], [2.429, -4.278, -7.758], [1.849, -6.055, -9.466], [1.109, -4.549, -9.899], [-1.505, -7.221, -10.285], [0.174, -7.771, -9.925], [-0.012, -6.637, -11.141]],
  "forces_ev_per_angstrom": [[-1.401, -1.898, 0.366], [-0.134, -1.047, -1.545], [0.111, 0.747, 1.714], [-0.337, 0.895, -0.358], [0.224, -0.051, -0.480], [-0.226, -0.186, 0.126], [-0.007, 0.646, -0.351], [0.503, 0.358, 0.720], [-0.769, 0.361, 0.168], [-0.346, -0.091, -0.186], [-0.512, -1.136, 1.708], [-1.853, 0.541, -0.438], [3.157, 1.593, -0.549], [0.677, 0.363, 0.246], [0.940, 0.667, -0.105], [-0.142, -1.091, -0.608], [-0.460, -0.542, 0.689], [0.200, -0.111, -0.614], [-0.298, -0.592, -0.522], [0.369, 0.236, 0.355], [1.773, -1.894, 0.635], [0.297, 0.236, 0.984], [-0.334, 0.201, 0.362], [-1.260, 1.059, -0.566], [-0.388, -0.553, 0.620], [0.822, -0.973, -2.244], [0.584, -0.581, -0.251], [0.287, 1.531, 0.663], [-0.500, -1.030, 0.537], [-0.766, 0.743, -0.474], [-0.077, -0.135, -0.032], [-0.239, 0.634, -0.177], [0.033, 0.045, 0.516], [0.068, 0.673, -0.845], [0.258, -0.776, 0.153], [-0.311, 0.140, 0.037], [0.435, -0.405, -0.461], [-0.184, -0.224, 0.165], [0.163, 0.513, 0.054], [-0.453, -0.324, -0.001], [-0.015, 0.401, -0.049], [0.430, 0.926, -0.329], [-0.139, -0.132, 0.059], [-0.465, 0.016, 0.571], [0.663, 0.763, -1.349], [-0.044, -1.803, 0.656], [1.048, 0.438, -1.118], [-0.574, -0.683, 1.399], [-0.821, -0.333, 1.669], [0.057, -1.022, -0.860], [1.826, 1.343, -0.014], [0.031, -1.247, -1.417], [-0.504, 1.085, -0.007], [0.521, -0.093, 0.005], [-0.311, 0.095, 0.264], [-0.373, -0.279, -0.145], [-0.051, 0.800, 0.242], [0.142, 1.261, 0.893], [-0.058, -0.507, 0.267], [-0.609, 0.326, 0.599], [-0.195, -0.087, -1.527], [-0.139, 0.105, -0.323], [0.177, 0.800, -0.366], [-0.059, -0.075, -0.239], [-0.792, -0.554, 0.901], [0.547, -0.302, -0.015], [0.110, 0.187, 0.276], [-0.599, -0.264, 0.165], [1.273, 1.646, 1.511], [-0.518, -0.520, -0.505], [-0.063, 0.121, -0.290], [0.083, 0.232, 0.032], [0.476, -3.757, -0.795], [0.711, 3.461, 1.044], [-2.468, 1.286, 2.818], [0.770, -0.433, -1.507], [-0.620, -1.000, -0.349], [-0.075, -0.296, 0.246], [-0.406, -0.115, 0.016], [-0.169, -0.529, -0.971], [0.833, 0.185, 0.094], [-0.776, 0.532, -0.229], [0.718, 0.114, -1.318], [-1.511, -0.424, 0.459], [0.449, -0.604, -0.482], [0.601, -0.625, -0.224], [-0.113, 0.701, -0.454], [-0.253, 0.128, -0.420], [0.861, -0.571, 0.547], [0.286, 0.519, 0.444], [0.237, 0.253, 0.440], [-0.274, -0.319, -0.183], [1.859, 1.062, 0.326], [-1.221, -0.781, 1.003], [-0.759, 0.443, 0.774], [1.560, -0.549, -0.385], [-1.306, 1.622, -0.344], [0.306, -0.681, -0.716], [1.595, -1.945, -0.576], [0.410, 0.244, -0.839], [0.247, -0.997, -0.073], [-1.122, -0.772, -0.124], [0.523, 0.190, -0.081], [-0.186, 0.261, -0.334], [0.204, -0.118, -0.229], [-0.259, -0.032, -0.551], [0.219, 0.144, 0.026], [-0.061, -0.219, 0.479], [-0.846, -0.146, -0.132], [-0.510, 0.207, 1.402], [0.142, 0.827, -0.605], [-0.165, 0.154, -0.185], [0.087, 0.045, 0.265], [-0.075, 0.155, 0.116], [-0.521, 0.621, 0.449], [-0.115, 0.341, 0.291], [0.550, 0.249, 1.056], [-0.150, -2.015, -0.818], [-0.210, 0.014, 0.685], [1.800, 0.682, -1.048], [0.633, -0.962, 2.128], [-1.487, 1.119, -1.984], [-4.024, -1.098, 0.420], [0.834, -0.996, -0.521], [1.653, 1.445, 0.492], [-0.558, 0.560, 0.065], [-0.281, 0.036, 0.103], [0.170, 0.429, -0.062], [-0.124, 0.334, -0.142], [0.272, 0.380, -0.196], [-0.269, -0.471, 0.132], [-0.091, 0.468, 0.017], [0.233, -0.748, 0.210], [-0.290, 0.285, 0.095], [0.187, -0.514, -0.362], [0.904, 0.390, 0.127], [-0.324, 0.130, -0.025], [0.308, -0.810, 0.229], [0.114, 0.565, -0.748], [0.127, 0.435, 0.252], [-0.873, -0.647, -0.383], [0.311, 0.803, 0.693], [-0.220, -0.121, -1.283], [0.882, 0.029, 0.980], [-2.228, -2.035, -0.266], [0.478, 0.530, -0.360], [-0.730, -1.108, -0.617], [-0.188, 0.952, 0.170], [-0.507, 1.125, 0.825], [0.218, 0.189, 0.155], [0.190, 0.221, 0.060], [-0.155, 0.152, 0.124], [0.764, 0.140, -0.154], [-0.080, 0.060, 0.136], [-0.513, 0.550, 0.031], [0.444, -0.530, -0.073], [0.218, 0.179, 0.219], [-0.198, -0.343, 0.005], [0.299, 0.346, 0.048], [0.961, -0.396, 0.974], [0.326, 0.473, -0.513], [-0.209, -0.245, -0.281], [0.504, 0.129, 0.042], [0.356, -0.457, -0.500], [-0.711, -2.346, 0.899], [1.657, 0.140, 0.437], [0.573, 1.648, -0.558], [-3.271, -0.349, 0.692], [0.787, 0.274, -0.177], [-0.031, -1.722, 1.276], [-0.410, 1.231, 0.467], [-0.684, -0.040, -0.945], [0.903, 0.017, -0.278], [1.002, 0.005, -1.153], [0.361, -0.021, 0.830], [-0.667, 0.271, -1.512], [-0.964, -0.015, -0.207], [0.001, 0.418, 0.156], [0.406, 0.257, -0.007], [0.454, -0.034, 0.007], [0.329, 0.572, -0.258], [0.595, -0.072, -0.825], [0.094, 0.429, 0.441], [-0.103, -0.552, -0.067], [0.132, -0.142, 0.020], [0.240, -0.467, -0.149], [-0.437, 0.205, 0.709], [-0.294, 0.181, 0.178], [0.563, 3.019, 0.521], [-1.136, -0.735, -1.053], [0.732, -0.187, -1.778], [-0.977, 0.297, 0.596], [-0.720, 0.255, 0.361], [1.691, -0.153, -0.850], [-0.362, 0.671, 1.171], [1.154, 0.107, -1.360], [-2.117, -0.323, 0.748], [0.379, -0.782, 0.565], [-0.451, -0.569, 0.074], [0.352, -0.176, -0.694], [0.350, 0.024, 1.135], [0.532, -0.234, 0.411], [0.353, 0.225, 1.090], [-0.408, -0.340, -0.911], [0.071, -1.040, -0.134], [-0.279, 0.859, -0.439], [-0.003, -0.228, 0.297], [0.408, -0.009, 0.560], [-0.763, -0.121, -0.275], [0.391, 0.427, 0.363], [0.296, 0.031, -0.399], [0.156, -0.473, -0.261], [0.643, -0.144, -0.194], [-0.302, 0.581, 0.556], [0.182, -0.693, 0.808], [-0.136, 0.225, -1.961], [0.730, 0.492, -0.452], [0.602, -1.220, -2.314], [-0.733, 0.329, 1.297], [0.068, -0.175, -0.372], [-0.522, -0.453, -0.061], [-0.170, -0.172, -0.368], [-0.199, 0.365, 0.181], [-0.103, 0.000, -0.125], [-0.202, -0.240, 0.381], [0.352, 0.252, -0.076], [-0.810, 0.190, 0.553], [-0.238, -0.070, 0.933], [0.379, -0.053, -0.212], [0.160, 0.333, 0.292], [-0.375, -0.122, 0.344], [1.054, -0.343, 0.050], [-0.622, -0.543, -0.089], [0.027, 0.522, 0.063], [-0.540, 0.613, 0.116], [0.816, 0.344, 0.667], [-1.211, 0.662, -0.329], [-0.722, -0.445, 0.385], [3.073, 0.191, -0.724], [-0.051, -0.888, -0.138], [-1.738, 0.331, 1.430], [1.327, -0.995, 2.058], [0.356, 1.751, -0.502], [-1.870, 1.768, -0.401], [0.055, -0.604, -0.547], [-0.202, 0.424, -0.068], [-0.025, -0.603, -0.022], [0.406, -0.407, 0.340], [0.260, 0.534, 0.822], [-0.875, -0.858, -0.425], [0.602, 0.696, 0.104], [-0.198, 0.039, -0.336], [-0.399, -0.363, -0.081], [0.480, 0.156, -0.282], [-0.264, -0.169, -0.975], [1.039, -0.055, -0.646], [0.270, -1.528, -0.214], [0.092, 0.008, 0.511], [-0.344, 0.395, 0.226], [-0.035, -0.155, -0.123], [-1.999, -1.535, 0.101], [0.531, -0.120, 0.144], [-0.359, -0.193, -0.169], [-0.742, -0.327, 0.915], [-0.278, 1.226, 1.224], [-1.026, 1.100, 0.096], [-0.425, -0.378, 0.691], [2.164, 1.567, -0.038], [1.009, -0.539, 0.425], [0.852, 0.539, -0.474], [1.657, 0.050, -0.122], [-0.820, 0.892, -0.560], [0.267, -0.189, 0.024], [0.644, 0.103, -0.203], [0.298, -0.659, 0.066], [-0.762, -0.027, -0.892], [-0.756, 0.724, -0.015], [0.545, -0.716, -0.281], [0.577, -0.995, -0.581], [-0.325, -0.708, -0.036], [-0.497, 0.028, -0.148], [0.140, 0.142, -0.007], [-0.298, -0.684, 0.077], [-0.453, 0.693, -0.271]],
  "fmax_ev_per_a": 4.19,
  "charge": 0,
  "e_homo_ha": -0.278,
  "total_energy_ev": -190419.2508,
  "multiplicity": 1
}